[1]
Formula: C46H56BN6PTi
Source: the Open Molecules 2025 dataset
Level of theory: the ωB97M-V functional and the def2-TZVPD basis

Element x y z (Å)
1 Ti 0.1338 0.1648 -0.0158
2 C -2.2184 4.7196 -0.8079
3 C -1.1273 3.9549 -0.1428
4 C -0.0621 4.4292 0.5961
5 C 0.6638 3.3178 1.0220
6 N 0.0780 2.2028 0.5315
7 N -1.0474 2.6149 -0.1595
8 B -2.1000 1.6171 -0.6985
9 N -1.4610 0.8990 -1.9416
10 N -0.1008 0.6195 -1.9373
11 C 0.3127 0.5545 -3.2326
12 C -0.8006 0.7215 -4.0408
13 C -1.8902 0.9406 -3.2065
14 C -3.3018 1.2256 -3.5782
15 C 1.7550 0.5384 -3.6985
16 C 2.6267 -0.5710 -3.0844
17 C 2.3440 1.9147 -3.3354
18 C 1.7690 0.3837 -5.2235
19 N -2.4539 0.6327 0.4505
20 N -1.4594 0.1146 1.2460
21 C -2.0226 -0.3304 2.3788
22 C -3.4020 -0.1604 2.2810
23 C -3.6401 0.4548 1.0616
24 C -4.9339 0.9072 0.4812
25 C -1.2086 -0.7626 3.5728
26 C -0.9216 0.5206 4.3743
27 C -2.0069 -1.7249 4.4520
28 C 0.1084 -1.4150 3.1526
29 C 1.8741 3.3948 1.9376
30 C 2.2070 2.0611 2.6416
31 C 3.0755 3.9240 1.1314
32 C 1.5675 4.4383 3.0282
33 H -2.0171 5.7848 -0.7276
34 H -3.1828 4.5184 -0.3408
35 H -2.2935 4.4633 -1.8647
36 H 0.1422 5.4619 0.8159
37 H -3.0842 2.1790 -1.0468
38 H -0.8292 0.7043 -5.1155
39 H -3.4812 0.9106 -4.6038
40 H -3.5109 2.2948 -3.5143
41 H -4.0005 0.7070 -2.9231
42 H 3.1469 -0.2295 -2.1953
43 H 3.3863 -0.8696 -3.8068
44 H 2.0492 -1.4558 -2.8304
45 H 2.3200 2.0801 -2.2556
46 H 1.7941 2.7231 -3.8195
47 H 3.3829 1.9624 -3.6644
48 H 1.3246 -0.5657 -5.5296
49 H 2.8009 0.4002 -5.5721
50 H 1.2438 1.1986 -5.7224
51 H -4.1443 -0.4303 3.0121
52 H -5.7570 0.4954 1.0598
53 H -5.0427 0.5823 -0.5529
54 H -5.0137 1.9947 0.5044
55 H -1.8493 0.9586 4.7447
56 H -0.4166 1.2645 3.7601
57 H -0.2875 0.2872 5.2310
58 H -2.9165 -1.2578 4.8305
59 H -1.4034 -2.0087 5.3145
60 H -2.2764 -2.6399 3.9209
61 H 0.7112 -0.7565 2.5167
62 H -0.0474 -2.3598 2.6295
63 H 0.7140 -1.6216 4.0359
64 H 3.2491 1.7797 2.4932
65 H 1.5959 1.2282 2.2983
66 H 2.0437 2.1452 3.7151
67 H 3.3660 3.2670 0.3110
68 H 3.9355 4.0352 1.7928
69 H 2.8508 4.9011 0.7030
70 H 0.6792 4.1611 3.5977
71 H 1.4204 5.4358 2.6170
72 H 2.4120 4.4878 3.7159
73 C -3.1691 -5.6507 1.2065
74 C -3.1100 -4.4088 1.8185
75 C -2.2398 -3.4397 1.3403
76 C -1.4237 -3.7028 0.2460
77 C -1.5104 -4.9480 -0.3857
78 C -2.3699 -5.9177 0.1019
79 P -0.2431 -2.4871 -0.4094
80 C -0.4406 -2.7784 -2.1919
81 C -1.6663 -2.4045 -2.7433
82 C -1.9483 -2.6833 -4.0694
83 C -1.0047 -3.3312 -4.8578
84 C 0.2101 -3.7153 -4.3108
85 C 0.4896 -3.4513 -2.9755
86 C 1.4209 -3.0439 0.0390
87 C 1.8281 -4.3490 0.1640
88 C 3.1840 -4.6501 0.4003
89 C 4.1119 -3.6476 0.4820
90 C 3.7199 -2.2931 0.3751
91 C 4.6532 -1.2241 0.4398
92 C 4.2536 0.0788 0.3295
93 C 2.8826 0.3774 0.1897
94 C 1.9442 -0.6290 0.1506
95 C 2.3530 -1.9930 0.1923
96 H -3.8455 -6.4080 1.5794
97 H -3.7461 -4.1910 2.6666
98 H -2.2148 -2.4707 1.8138
99 H -0.9215 -5.1579 -1.2699
100 H -2.4251 -6.8805 -0.3881
101 H -2.4169 -1.9256 -2.1220
102 H -2.9083 -2.4088 -4.4881
103 H -1.2257 -3.5536 -5.8934
104 H 0.9366 -4.2404 -4.9168
105 H 1.4280 -3.7833 -2.5478
106 H 1.1128 -5.1572 0.0771
107 H 3.4889 -5.6828 0.5001
108 H 5.1579 -3.8800 0.6391
109 H 5.7025 -1.4607 0.5689
110 H 4.9774 0.8825 0.3629
111 H 2.5867 1.4168 0.1137

Atoms 1-3, force components in eV/Å:
0.973 -0.104 0.178
-0.006 0.000 0.005
-0.004 0.004 0.055

Summary:
2S+1: 1
Total charge: +2

***

[2]
Formula: C46H56F7N2O5S
Source: the Open Molecules 2025 dataset
Level of theory: the ωB97M-V functional and the def2-TZVPD basis

Element x y z (Å)
1 C -0.1325 -2.7281 -0.5884
2 C 0.3317 -2.1224 -1.8994
3 C 1.4838 -1.1316 -1.7178
4 C 1.3740 0.0568 -2.6569
5 O 2.0363 1.2291 -2.1866
6 C 1.5557 1.8033 -1.0406
7 S 2.8790 1.3924 0.2065
8 C 3.8981 2.7930 0.6232
9 O 3.7506 0.4255 -0.3933
10 O 2.2256 0.9454 1.4157
11 C 0.1774 1.4455 -0.4973
12 C -0.8141 2.5669 -0.7827
13 C -1.4931 2.3458 -2.1697
14 C -1.9335 2.4912 0.2682
15 C -2.6683 1.1537 0.3151
16 C -3.6807 1.1376 1.4617
17 O -3.8160 0.1570 2.1472
18 O -4.3901 2.2702 1.6954
19 N 0.0262 3.8271 -0.8574
20 C 0.2209 4.6258 0.3838
21 F 1.0413 3.9162 1.1824
22 F -0.9468 4.7843 1.0197
23 C 0.8160 6.0548 0.0690
24 F -0.1099 6.9679 0.4274
25 F 1.0315 6.1809 -1.2547
26 C 2.1006 6.3981 0.8758
27 F 3.1143 5.6026 0.5055
28 F 1.8518 6.2950 2.1921
29 F 2.4155 7.6718 0.5676
30 C 1.3650 3.3884 -1.3917
31 N 1.3643 3.6038 -2.8408
32 H -0.8265 -3.5378 -0.7835
33 H 0.6744 -3.1289 0.0138
34 H -0.6827 -2.0164 0.0217
35 H 0.6497 -2.9195 -2.5604
36 H -0.5287 -1.6279 -2.3451
37 H 2.4410 -1.6256 -1.8101
38 H 1.4273 -0.7865 -0.6882
39 H 0.3440 0.2508 -2.9378
40 H 1.8820 -0.1943 -3.5792
41 H 3.4250 3.3879 1.3877
42 H 4.8287 2.3517 0.9455
43 H 4.1211 3.3700 -0.2666
44 H 0.3199 1.5062 0.5872
45 H -0.1730 0.4377 -0.6287
46 H -1.5334 1.2977 -2.4065
47 H -1.0487 2.9241 -2.9687
48 H -2.5214 2.6841 -2.0942
49 H -2.6617 3.2709 0.0634
50 H -1.5587 2.7095 1.2626
51 H -3.2006 0.9201 -0.6008
52 H -2.0154 0.3313 0.5588
53 H -4.5773 2.6728 0.8429
54 H -0.4666 4.4382 -1.5105
55 H 2.2030 3.9741 -1.0423
56 H 0.6994 4.3178 -3.1106
57 H 2.2629 3.9478 -3.1377
58 C -6.0719 1.2439 4.4474
59 C -6.8176 2.3957 4.2439
60 C -7.8345 2.7335 5.1265
61 C -8.0982 1.9204 6.2193
62 C -7.3489 0.7700 6.4263
63 C -6.3376 0.4296 5.5390
64 H -5.2908 0.9983 3.7462
65 H -6.6011 3.0288 3.3926
66 H -8.4204 3.6290 4.9644
67 H -8.8878 2.1832 6.9108
68 H -7.5549 0.1379 7.2801
69 H -5.7569 -0.4699 5.6977
70 C -4.7376 -4.9564 -2.2028
71 C -4.6774 -5.9504 -3.1689
72 C -3.8796 -5.7815 -4.2919
73 C -3.1354 -4.6209 -4.4466
74 C -3.1936 -3.6282 -3.4791
75 C -3.9967 -3.7937 -2.3590
76 H -5.3615 -5.0876 -1.3288
77 H -5.2534 -6.8578 -3.0467
78 H -3.8377 -6.5551 -5.0469
79 H -2.5103 -4.4911 -5.3204
80 H -2.6120 -2.7216 -3.5960
81 H -4.0457 -3.0175 -1.6051
82 C 5.4055 -2.3158 -0.3499
83 C 6.1447 -2.4620 -1.5170
84 C 6.8932 -3.6118 -1.7297
85 C 6.8969 -4.6220 -0.7782
86 C 6.1570 -4.4796 0.3874
87 C 5.4149 -3.3262 0.6029
88 H 4.8221 -1.4176 -0.1911
89 H 6.1370 -1.6760 -2.2624
90 H 7.4735 -3.7218 -2.6370
91 H 7.4767 -5.5201 -0.9451
92 H 6.1597 -5.2682 1.1284
93 H 4.8410 -3.2146 1.5142
94 C 2.5336 -5.5087 -2.8365
95 C 3.7632 -4.8638 -2.8306
96 C 4.5414 -4.8491 -3.9792
97 C 4.0872 -5.4722 -5.1337
98 C 2.8563 -6.1139 -5.1388
99 C 2.0793 -6.1349 -3.9888
100 H 1.9288 -5.5233 -1.9380
101 H 4.1173 -4.3757 -1.9306
102 H 5.5040 -4.3535 -3.9734
103 H 4.6940 -5.4595 -6.0296
104 H 2.5034 -6.5995 -6.0391
105 H 1.1215 -6.6391 -3.9905
106 C -0.6626 3.8365 5.1178
107 C 0.2032 3.4649 4.0975
108 C 0.8828 2.2533 4.1588
109 C 0.6862 1.4138 5.2468
110 C -0.1812 1.7827 6.2651
111 C -0.8539 2.9947 6.2026
112 H -1.1871 4.7823 5.0689
113 H 0.3489 4.1264 3.2574
114 H 1.5634 1.9555 3.3693
115 H 1.2102 0.4687 5.2989
116 H -0.3331 1.1245 7.1099
117 H -1.5260 3.2831 6.9995

Atoms 1-3, force components in eV/Å:
-0.280 -0.267 -0.010
0.293 -0.088 0.198
-0.671 0.092 0.354

Summary:
2S+1: 1
Total charge: +1

***

[3]
Formula: C46H57Cl72N2
Source: the Open Molecules 2025 dataset
Level of theory: the ωB97M-V functional and the def2-TZVPD basis

Element x y z (Å)
1 C 5.5010 -3.2941 -0.0129
2 C 5.1450 -2.5165 -1.2820
3 C 6.0828 -1.2998 -1.4341
4 C 5.4839 -0.1659 -2.2946
5 C 5.1367 1.1215 -1.5311
6 C 3.6301 1.3335 -1.3216
7 C 3.1907 0.9512 0.1102
8 C 3.1650 2.1754 1.0506
9 C 1.7521 2.5082 1.5217
10 C 0.7567 2.6537 0.3605
11 C -0.4175 3.5439 0.7552
12 C -1.5480 3.5079 -0.2896
13 C -2.8120 2.8281 0.2483
14 C -2.4476 1.3901 0.6679
15 C -3.0605 0.5462 -0.3685
16 N -2.7735 -0.8025 -0.5324
17 N -3.9006 1.2242 -1.0849
18 C -4.0094 2.6402 -0.7386
19 C -4.0760 3.5760 -1.9402
20 C -4.5149 2.9010 -3.2260
21 C -5.9005 2.2422 -3.2097
22 C -5.8960 0.8415 -3.8433
23 C -6.7970 -0.1930 -3.1500
24 C -6.2076 -1.5921 -3.2780
25 C -7.0609 -2.7095 -2.6630
26 C -7.6980 -2.3905 -1.3082
27 C -6.7389 -1.8476 -0.2364
28 C -7.4296 -1.0418 0.9029
29 C -8.8549 -1.4435 1.2428
30 C -8.9365 -2.7866 1.9875
31 H 5.2311 -4.3475 -0.1176
32 H 6.5596 -3.2077 0.1998
33 H 4.9574 -2.9359 0.8660
34 H 4.1258 -2.1263 -1.2121
35 H 5.2716 -3.1656 -2.1494
36 H 6.2963 -0.9450 -0.4227
37 H 7.0050 -1.6369 -1.9116
38 H 6.1982 0.0782 -3.0828
39 H 4.5983 -0.5583 -2.8027
40 H 5.6565 1.1595 -0.5709
41 H 5.5097 1.9645 -2.1209
42 H 3.0655 0.6879 -2.0010
43 H 3.3477 2.3679 -1.5229
44 H 2.2011 0.4866 0.0819
45 H 3.8872 0.1941 0.4791
46 H 3.5922 3.0404 0.5344
47 H 3.8051 1.9927 1.9178
48 H 1.7837 3.4610 2.0606
49 H 1.4247 1.7056 2.1887
50 H 1.2579 3.0491 -0.5291
51 H 0.4056 1.6461 0.1162
52 H -0.7957 3.1703 1.7151
53 H -0.0618 4.5622 0.9182
54 H -1.1955 2.9345 -1.1582
55 H -1.7533 4.5091 -0.6684
56 H -3.1084 3.4047 1.1259
57 H -2.9232 1.1035 1.6118
58 H -1.3854 1.1615 0.7435
59 H -2.0540 -0.9056 -1.2549
60 H -3.6033 -1.2441 -0.9419
61 H -4.4082 0.7590 -1.8364
62 H -4.8993 2.8563 -0.1415
63 H -4.7008 4.4433 -1.7178
64 H -3.0867 3.9830 -2.1481
65 H -3.7781 2.1184 -3.4470
66 H -4.4522 3.6103 -4.0510
67 H -6.3823 2.2300 -2.2264
68 H -6.5428 2.8631 -3.8390
69 H -6.1397 0.8954 -4.9054
70 H -4.8679 0.4531 -3.7876
71 H -6.9210 0.1011 -2.1054
72 H -7.7721 -0.1499 -3.6438
73 H -5.1909 -1.6306 -2.8615
74 H -6.0925 -1.8301 -4.3401
75 H -6.4746 -3.6315 -2.6316
76 H -7.8794 -2.9032 -3.3635
77 H -8.1013 -3.3303 -0.9197
78 H -8.5633 -1.7460 -1.4730
79 H -6.0066 -1.1734 -0.6942
80 H -6.2205 -2.6948 0.2197
81 H -6.7939 -1.1269 1.7926
82 H -7.4043 0.0128 0.6072
83 H -9.5136 -1.4228 0.3759
84 H -9.2407 -0.6789 1.9230
85 H -9.9152 -3.2431 1.8330
86 H -8.1626 -3.4889 1.6709
87 H -8.8446 -2.6130 3.0615
88 C 8.2166 -5.8010 -1.8255
89 Cl 7.0409 -7.1160 -1.7465
90 Cl 7.6711 -4.5881 -2.9912
91 Cl 8.3675 -5.0640 -0.2349
92 Cl 9.7771 -6.4338 -2.3690
93 C -5.0126 -2.4293 7.1063
94 Cl -6.2035 -3.7004 6.8478
95 Cl -3.5725 -3.0792 7.8911
96 Cl -4.5810 -1.8253 5.5002
97 Cl -5.6803 -1.1319 8.0967
98 C 6.0772 2.9716 -5.3586
99 Cl 4.7770 1.7786 -5.4246
100 Cl 7.4760 2.2573 -4.5437
101 Cl 6.5082 3.4688 -6.9905
102 Cl 5.5281 4.3804 -4.4390
103 C -1.0227 -2.4634 3.6804
104 Cl -1.1472 -1.1988 4.8993
105 Cl -1.6802 -3.9718 4.3112
106 Cl -1.9298 -2.0290 2.2181
107 Cl 0.6866 -2.6794 3.2774
108 C -7.6175 -5.5914 3.6894
109 Cl -8.5711 -4.7171 4.8906
110 Cl -6.8711 -4.3858 2.6267
111 Cl -6.3563 -6.5257 4.4973
112 Cl -8.6453 -6.6697 2.7510
113 C 1.3408 4.3773 -3.9052
114 Cl 2.0689 4.9920 -2.4083
115 Cl 1.7509 5.4500 -5.2344
116 Cl 1.9502 2.7548 -4.2289
117 Cl -0.4245 4.3194 -3.7190
118 C 13.2541 -4.7017 0.3131
119 Cl 14.3091 -3.7645 -0.7432
120 Cl 14.1223 -6.0884 0.9699
121 Cl 12.6885 -3.6763 1.6373
122 Cl 11.8667 -5.2601 -0.6343
123 C -5.0424 -4.1895 11.8356
124 Cl -3.3034 -3.8980 11.9690
125 Cl -5.4686 -4.3771 10.1331
126 Cl -5.4641 -5.6545 12.7211
127 Cl -5.9210 -2.8147 12.5104
128 C -3.9170 2.2658 6.0577
129 Cl -3.4339 1.5078 4.5271
130 Cl -3.3738 1.2419 7.3906
131 Cl -3.1628 3.8542 6.1716
132 Cl -5.6711 2.4220 6.1123
133 C -4.5726 -5.8060 -0.2070
134 Cl -4.9216 -7.1271 0.9084
135 Cl -3.5363 -6.3665 -1.5173
136 Cl -6.0880 -5.1972 -0.8850
137 Cl -3.7523 -4.5036 0.6699
138 C 10.8033 3.4845 -7.8774
139 Cl 9.9027 4.8757 -8.4822
140 Cl 10.7902 2.1972 -9.0845
141 Cl 12.4679 3.9515 -7.5267
142 Cl 10.0192 2.9267 -6.3956
143 C 9.2228 8.3134 -6.4357
144 Cl 9.1337 9.3941 -5.0447
145 Cl 8.4130 6.7927 -6.0434
146 Cl 8.4095 9.0638 -7.8159
147 Cl 10.9106 8.0079 -6.8430
148 C 5.2641 11.7037 -4.4413
149 Cl 4.8218 10.7930 -2.9911
150 Cl 6.1379 10.6476 -5.5509
151 Cl 3.8003 12.3110 -5.2212
152 Cl 6.2965 13.0611 -3.9885
153 C 1.3468 1.5091 7.3828
154 Cl 1.9718 2.1068 8.9166
155 Cl 1.7982 2.6203 6.0825
156 Cl 2.0175 -0.0885 7.0477
157 Cl -0.4205 1.4059 7.4612
158 C -1.7002 -9.9516 -0.6273
159 Cl -2.0630 -8.8343 0.6908
160 Cl -3.1606 -10.2171 -1.5846
161 Cl -0.4430 -9.2543 -1.6548
162 Cl -1.1407 -11.4874 0.0332
163 C -5.5010 5.1182 9.6376
164 Cl -4.9092 5.6792 11.1994
165 Cl -5.0128 6.2578 8.3778
166 Cl -4.8213 3.5238 9.2862
167 Cl -7.2617 5.0053 9.6744
168 C 12.6846 -0.9014 -3.7239
169 Cl 12.8456 0.2020 -2.3539
170 Cl 12.1373 -2.4754 -3.1435
171 Cl 11.5100 -0.2456 -4.8713
172 Cl 14.2488 -1.0811 -4.5209
173 C 0.1727 -3.6142 -1.0731
174 Cl -0.1624 -4.3168 0.4996
175 Cl 1.1196 -4.7287 -2.0460
176 Cl -1.3539 -3.2624 -1.9272
177 Cl 1.0686 -2.0982 -0.8578

Atoms 1-3, force components in eV/Å:
-0.600 -0.233 -0.045
0.577 0.545 0.474
-0.571 -0.176 -0.303

Summary:
2S+1: 1
ΔE to the lowest compared entry with this formula, charge and spin in kJ/mol: 101.0
Total charge: +1

***

Orbital gap for every record listed, in sequence, given in eV: 7.14; 7.40; 8.89.
Electronic energy for every record listed, in sequence, given in eV: -90623.70454; -91676.98931; -953209.80589.